Record 1
Here is a single C6H8O3 molecule from OMol25. Energies are from ωB97M-V with the def2-TZVPD basis set.

Output
energy relative to the best compared isomer or geometry (same formula, charge and spin): 88.3 kcal/mol
orbital gap: 10.402 eV
molar mass: 128.13 g/mol
HOMO: -9.979 eV
E: -12490.2828 eV
structure (SMILES): O=CC#CC[C@H](O)CO

Atoms and positions in Å:
1 O -3.6358 2.5636 -2.3131
2 C -2.5700 1.9971 -2.4395
3 C -1.7951 1.4959 -1.3308
4 C -1.1141 1.1041 -0.4042
5 C -0.2742 0.6555 0.6990
6 C 0.9489 -0.1387 0.2288
7 C 1.5651 -1.0069 1.2940
8 O 0.6334 -1.1727 -0.6702
9 H -2.1406 1.7991 -3.4433
10 H 0.0597 1.5352 1.2707
11 H -0.8828 0.0426 1.3818
12 H 1.6991 0.5189 -0.2282
13 H 2.6618 -0.9621 1.2325
14 H 1.2375 -0.6650 2.2887
15 O 1.1284 -2.5252 1.1950
16 H 0.6140 -2.1777 -0.2539
17 H 1.8646 -3.0638 1.4929

---

Record 2
Here is 7 unconnected molecules or ions with the total composition C9H30FN13O9Si from OMol25. Energies are from ωB97M-V with the def2-TZVPD basis set.

Output
orbital gap: 7.952 eV
molar mass: 511.50 g/mol
HOMO: -8.672 eV
E: -58213.5951 eV
structure (SMILES): O=NOC[SiH2]CC(=O)F.NC(N)=O.NC(N)=O.NC(N)=O.NC(N)=O.NC(N)=O.NC(N)=O

Atoms and positions in Å:
1 O 1.1564 -2.6284 3.0775
2 N 1.1422 -2.0484 2.0014
3 O 1.8002 -0.8767 2.0449
4 C 0.9188 0.2441 2.4236
5 Si -0.7674 0.3033 1.4940
6 C -1.9830 -1.1298 1.9148
7 C -3.3209 -0.5637 2.7345
8 O -4.5465 -0.9735 2.3442
9 F -3.0444 0.3718 3.8516
10 H 0.7917 0.3389 3.6069
11 H 1.5052 1.2361 2.1112
12 H -1.4137 1.5791 1.8916
13 H -0.6073 0.4095 0.0226
14 H -1.4894 -1.9530 2.6196
15 H -2.3095 -1.6703 0.9032
16 C -1.5651 3.8130 4.4685
17 O -0.4286 3.4331 4.2349
18 N -2.6285 2.9899 4.4347
19 N -1.8558 5.0888 4.7806
20 H -3.5718 3.2841 4.6240
21 H -2.4535 2.0205 4.2037
22 H -1.0836 5.7415 4.8170
23 H -2.7852 5.4206 4.9761
24 C 2.3633 -0.9042 -1.6910
25 O 1.4423 -0.1031 -1.7163
26 N 2.9887 -1.3287 -2.8039
27 N 2.8354 -1.4341 -0.5482
28 H 3.7489 -1.9877 -2.8033
29 H 2.6642 -0.9541 -3.6859
30 H 2.3923 -1.1409 0.3128
31 H 3.5928 -2.0949 -0.5073
32 C 3.3782 -5.1277 0.7602
33 O 2.7283 -4.7936 -0.2179
34 N 4.0858 -6.2709 0.8074
35 N 3.4450 -4.3827 1.8783
36 H 4.6269 -6.5630 1.6036
37 H 4.0626 -6.8611 -0.0140
38 H 2.9265 -3.5139 1.8844
39 H 3.9746 -4.6411 2.6936
40 C -2.1211 1.6797 -2.5435
41 O -2.2970 1.4868 -1.3508
42 N -1.8301 2.8920 -3.0489
43 N -2.2024 0.6975 -3.4590
44 H -1.6818 3.0706 -4.0278
45 H -1.7595 3.6594 -2.3935
46 H -2.4195 -0.2308 -3.1204
47 H -2.0607 0.8368 -4.4451
48 C -1.6828 -3.4829 -1.7458
49 O -1.5323 -2.3319 -1.3673
50 N -0.7385 -4.4285 -1.5916
51 N -2.8063 -3.9087 -2.3509
52 H -0.8439 -5.3814 -1.8966
53 H 0.1231 -4.1497 -1.1405
54 H -3.5426 -3.2281 -2.4864
55 H -2.9487 -4.8522 -2.6694
56 C 0.4494 5.5543 -3.2582
57 O -0.7407 5.2865 -3.3084
58 N 1.2600 5.4685 -4.3284
59 N 1.0568 5.9593 -2.1283
60 H 2.2423 5.6847 -4.3067
61 H 0.8425 5.1673 -5.1993
62 H 0.4823 6.0373 -1.2992
63 H 2.0354 6.1843 -2.0673

---

Record 3
Here is a molecular structure, C62H70IN10O3P2Y from OMol25. Energies are from ωB97M-V with the def2-TZVPD basis set.

Output
total charge: +2
energy relative to the best compared isomer or geometry (same formula, charge and spin): 102.8 kcal/mol
orbital gap: 5.479 eV
molar mass: 1281.07 g/mol
HOMO: -11.546 eV
E: -114186.6918 eV

Atoms and positions in Å:
1 Y -0.2210 0.1681 -0.2852
2 C 2.1883 4.1531 -1.7030
3 C 0.6942 4.2328 -1.6590
4 N 0.1269 5.2119 -2.3130
5 C -1.2184 5.3625 -2.2814
6 C -2.0401 4.5666 -1.5419
7 C -3.5272 4.8114 -1.5426
8 O -4.0523 5.1325 -0.2503
9 C -1.4503 3.4905 -0.8245
10 C -2.2426 2.7761 0.1367
11 N -1.8995 1.6693 0.7098
12 C -2.6728 1.2479 1.8267
13 C -4.1209 1.2851 1.7194
14 C -5.0592 0.7079 2.4929
15 C -4.8565 -0.1571 3.6128
16 C -2.5623 0.4589 4.2570
17 C -2.0082 0.8288 2.9125
18 I 0.0841 0.8357 2.8452
19 C -0.0652 3.2607 -0.9130
20 O 0.5215 2.2620 -0.3139
21 H 2.6023 5.1593 -1.7143
22 H 2.5209 3.6386 -2.6064
23 H 2.5568 3.6118 -0.8399
24 H -1.6168 6.1839 -2.8654
25 H -4.0622 3.9167 -1.8647
26 H -3.7574 5.6014 -2.2584
27 H -3.8396 6.0511 -0.0537
28 H -3.1515 3.2885 0.4510
29 H -4.4985 1.7928 0.8389
30 H -6.0907 0.8095 2.1846
31 H -5.7184 -0.7262 3.9486
32 H -1.8078 -0.1597 4.7384
33 N -3.3304 -0.2006 -10.4445
34 C -2.9743 -0.1843 -9.3538
35 C -2.5298 -0.1707 -7.9807
36 C -2.3636 -1.3720 -7.2977
37 C -1.9490 -1.3583 -5.9777
38 C -1.6843 -0.1537 -5.3329
39 C -1.8455 1.0429 -6.0260
40 C -2.2721 1.0386 -7.3430
41 C -1.2391 -0.1374 -3.9081
42 C -2.1972 -0.5299 -2.9547
43 C -3.5195 -0.9414 -3.2390
44 C -4.1325 -1.2107 -2.0288
45 C -3.1755 -0.9289 -1.0440
46 N -2.0140 -0.5225 -1.5725
47 C 0.0693 0.2817 -3.6737
48 C 1.0104 0.6632 -4.6710
49 C 2.1688 1.0129 -4.0220
50 C 1.9126 0.8177 -2.6497
51 N 0.6791 0.3739 -2.4181
52 H -2.5617 -2.3067 -7.8039
53 H -1.8197 -2.2911 -5.4439
54 H -1.6480 1.9821 -5.5250
55 H -2.4045 1.9676 -7.8803
56 H -3.9602 -1.0204 -4.2189
57 H -5.1440 -1.5466 -1.8640
58 H -3.2907 -1.0300 0.0264
59 H 0.8342 0.6738 -5.7336
60 H 3.0909 1.3641 -4.4564
61 H 2.5996 1.0064 -1.8381
62 O -1.1312 -1.5939 1.1555
63 P -1.8405 -2.4976 2.2093
64 N -0.7853 -3.9165 2.1481
65 C 0.5636 -3.5568 2.6600
66 C 0.9027 -4.5630 3.7700
67 C -0.4704 -5.0293 4.2461
68 C -1.2653 -5.0638 2.9493
69 N -3.7582 -0.4138 4.2377
70 C -3.7746 -1.2236 5.4732
71 C -3.5943 -0.2742 6.6864
72 C -3.8374 1.1915 6.3020
73 C -2.8877 1.6472 5.1794
74 N -3.2344 -3.1427 1.4955
75 C -3.3769 -4.0165 0.3348
76 C -4.7855 -4.6429 0.4512
77 C -5.3320 -4.1554 1.8048
78 C -4.5485 -2.8735 2.0660
79 H 0.5691 -2.5341 3.0545
80 H 1.3175 -3.5698 1.8732
81 H 1.4866 -4.0986 4.5640
82 H 1.4793 -5.4065 3.3801
83 H -0.8994 -4.2800 4.9150
84 H -0.4526 -5.9859 4.7666
85 H -2.3438 -5.0016 3.0994
86 H -1.0657 -6.0104 2.4253
87 H -2.9558 -1.9382 5.3923
88 H -4.7091 -1.7795 5.5043
89 H -2.5870 -0.3828 7.0900
90 H -4.2858 -0.5750 7.4713
91 H -3.7105 1.8280 7.1756
92 H -4.8759 1.3205 5.9843
93 H -1.9455 2.0074 5.5950
94 H -3.3245 2.4635 4.6023
95 H -2.6024 -4.7922 0.3799
96 H -3.2680 -3.4729 -0.6104
97 H -4.7438 -5.7300 0.4078
98 H -5.4191 -4.3068 -0.3687
99 H -5.1274 -4.8850 2.5896
100 H -6.4071 -3.9823 1.7769
101 H -4.4553 -2.6437 3.1299
102 H -5.0448 -2.0232 1.5715
103 C 7.1150 2.0168 -0.2919
104 C 7.2612 0.6804 0.0649
105 C 6.1464 -0.1110 0.2870
106 C 4.8694 0.4322 0.1561
107 C 4.7312 1.7671 -0.2002
108 C 5.8480 2.5625 -0.4233
109 P 3.3554 -0.5408 0.5226
110 C 3.8951 -2.1800 -0.1252
111 C 4.0135 -2.1935 -1.5224
112 C 4.3924 -3.3385 -2.2014
113 C 4.6636 -4.5089 -1.4979
114 C 4.5533 -4.5112 -0.1178
115 C 4.1681 -3.3574 0.5647
116 C 3.3869 -0.4689 2.3708
117 C 3.3906 0.8510 2.8455
118 C 3.3993 1.1298 4.2022
119 C 3.3827 0.0923 5.1264
120 C 3.3547 -1.2149 4.6741
121 C 3.3541 -1.4954 3.3095
122 H 7.9900 2.6280 -0.4675
123 H 8.2499 0.2536 0.1702
124 H 6.2792 -1.1491 0.5670
125 H 3.7419 2.1909 -0.2976
126 H 5.7241 3.6011 -0.7013
127 H 3.8249 -1.2859 -2.0882
128 H 4.4951 -3.3132 -3.2786
129 H 4.9838 -5.3995 -2.0228
130 H 4.7954 -5.4044 0.4450
131 H 4.1263 -3.3991 1.6396
132 H 3.4230 1.6764 2.1416
133 H 3.4230 2.1588 4.5372
134 H 3.3952 0.3042 6.1871
135 H 3.3487 -2.0331 5.3830
136 H 3.3137 -2.5302 3.0145
137 N -0.2167 -5.7933 -0.5936
138 C 0.7273 -4.6600 -0.9045
139 C -0.0787 -3.3774 -1.0347
140 N 0.7604 -2.1900 -0.9163
141 H 0.2790 -6.6296 -0.2783
142 H -0.7930 -6.0502 -1.3982
143 H -0.8388 -5.4785 0.1717
144 H 1.3035 -4.9007 -1.7974
145 H 1.4076 -4.6115 -0.0631
146 H -0.8074 -3.3146 -0.2279
147 H -0.6113 -3.3574 -1.9887
148 H 1.3815 -2.0751 -1.7139
149 H 1.3516 -2.2892 -0.0938

---

Record 4
Here is 10 unconnected molecules or ions with the total composition C40H63N3O21 from OMol25. Energies are from ωB97M-V with the def2-TZVPD basis set.

Output
energy relative to the best compared isomer or geometry (same formula, charge and spin): 0.0 kcal/mol
orbital gap: 8.968 eV
molar mass: 921.94 g/mol
HOMO: -8.820 eV
E: -89966.4963 eV
structure (SMILES): C[C@H]1COC(=O)O1.C[C@H]1COC(=O)O1.C[C@H]1COC(=O)O1.C[C@H]1COC(=O)O1.C[C@H]1COC(=O)O1.C[C@H]1COC(=O)O1.C[C@H]1COC(=O)O1.CCCC#N.CCCC#N.CCCC#N

Atoms and positions in Å:
1 C 0.7188 -1.2132 -0.2583
2 C 0.1548 -0.2972 0.8427
3 C -1.3362 0.0498 0.6587
4 O -1.8482 -0.2272 1.9367
5 C -0.9882 -0.9102 2.6487
6 O -1.2572 -1.3982 3.7397
7 O 0.1338 -0.9782 2.0437
8 H 1.6408 -1.5242 0.1197
9 H 0.7638 -0.6412 -1.1803
10 H 0.1188 -2.0772 -0.3823
11 H 0.7178 0.5808 1.0837
12 H -1.7422 -0.5462 -0.1693
13 H -1.5802 1.0818 0.3387
14 C -0.3222 4.4378 -4.8953
15 C -1.3042 3.3608 -4.8933
16 C -0.9172 2.0508 -5.7073
17 O -0.8252 1.0378 -4.7173
18 C -1.0472 1.5648 -3.5153
19 O -0.9552 0.9058 -2.4333
20 O -1.4582 2.8278 -3.6013
21 H -0.1002 4.7058 -5.9433
22 H 0.6318 4.1908 -4.5373
23 H -0.6032 5.2978 -4.3133
24 H -2.2832 3.7898 -5.2113
25 H 0.0468 2.0018 -6.2163
26 H -1.7802 1.7378 -6.2993
27 C -6.3072 -3.5342 1.9347
28 C -4.9262 -3.0542 2.3727
29 C -4.6022 -1.6172 1.8567
30 O -4.4972 -0.8452 3.0267
31 C -4.5292 -1.6012 4.0797
32 O -4.2582 -1.2132 5.2167
33 O -4.8982 -2.7872 3.7927
34 H -6.3972 -3.4982 0.8297
35 H -7.1212 -2.9642 2.2987
36 H -6.5472 -4.4832 2.2247
37 H -4.0812 -3.7162 1.9207
38 H -5.3872 -1.1682 1.2327
39 H -3.7422 -1.6832 1.3057
40 C 7.2048 -2.1102 -0.4893
41 C 5.7058 -2.0472 -0.5183
42 C 4.8698 -3.2512 -0.0703
43 O 3.7388 -2.6342 0.5547
44 C 4.0578 -1.4372 0.9707
45 O 3.3458 -0.7982 1.7367
46 O 5.2938 -1.1092 0.4417
47 H 7.6468 -1.1242 -0.3823
48 H 7.6198 -2.6032 -1.3243
49 H 7.5548 -2.6552 0.3867
50 H 5.3648 -1.7972 -1.5753
51 H 5.4658 -3.8952 0.4937
52 H 4.4698 -3.9592 -0.8023
53 C 3.7278 1.3288 4.3787
54 C 2.2748 0.7898 4.1137
55 C 2.0298 -0.6152 4.7417
56 O 0.8448 -0.4942 5.4117
57 C 0.4758 0.7428 5.3797
58 O -0.6442 1.1408 5.8187
59 O 1.3478 1.5368 4.8167
60 H 3.8458 2.4468 4.1287
61 H 4.4618 0.8038 3.8057
62 H 3.8638 1.2918 5.4487
63 H 2.0668 0.7928 3.0227
64 H 2.8368 -0.9322 5.3947
65 H 1.9788 -1.3322 3.9537
66 C -1.1142 6.4818 1.6867
67 C -2.1492 5.4708 2.1987
68 C -2.8582 4.5668 1.1877
69 O -2.1592 3.3498 1.4287
70 C -1.4812 3.3188 2.5277
71 O -0.9632 2.2968 3.0627
72 O -1.4652 4.5548 3.0757
73 H -1.6622 7.2088 1.0597
74 H -0.4232 6.1028 0.9667
75 H -0.4762 7.0048 2.4127
76 H -2.8502 6.0898 2.6787
77 H -2.6742 4.9978 0.1867
78 H -3.9362 4.4848 1.4737
79 C 1.4028 -4.1172 2.2997
80 C 0.1008 -4.9552 1.8897
81 C -1.1842 -4.4032 2.5447
82 O -1.8722 -3.7742 1.5497
83 C -1.3072 -4.0352 0.4407
84 O -1.7042 -3.6142 -0.6063
85 O -0.2352 -4.7072 0.5537
86 H 1.2688 -3.0192 2.1337
87 H 2.2268 -4.3652 1.6257
88 H 1.7568 -4.2402 3.2887
89 H 0.2918 -5.9812 2.1997
90 H -1.0532 -3.8072 3.4637
91 H -1.8882 -5.1972 2.7347
92 C 2.1508 -2.6962 -3.4353
93 C 2.9748 -1.6192 -4.1903
94 C 2.5288 -0.1902 -3.8143
95 C 2.8488 0.2108 -2.4603
96 N 3.0928 0.4768 -1.3673
97 H 1.0908 -2.4182 -3.5423
98 H 2.2088 -2.7482 -2.2993
99 H 2.3848 -3.5952 -3.9663
100 H 2.9718 -1.7112 -5.2753
101 H 4.0558 -1.7172 -3.8993
102 H 1.4438 -0.0742 -4.1413
103 H 3.0788 0.4668 -4.4383
104 C -2.0242 -2.0282 -3.0443
105 C -3.3052 -1.3112 -2.5893
106 C -4.3752 -1.3252 -3.6663
107 C -4.1552 -0.3172 -4.6553
108 N -4.0082 0.5068 -5.4633
109 H -1.6842 -1.5652 -3.9223
110 H -2.2702 -3.0642 -3.1573
111 H -1.2842 -1.7792 -2.2343
112 H -3.1982 -0.3172 -2.3233
113 H -3.6542 -1.7432 -1.6483
114 H -5.3012 -1.0082 -3.1913
115 H -4.5122 -2.3132 -4.0923
116 C 1.6548 3.7178 0.8757
117 C 0.7088 3.5598 -0.2853
118 C 1.3978 3.5178 -1.6513
119 C 1.7818 4.8978 -1.9783
120 N 2.0568 6.0238 -2.1803
121 H 2.2948 4.6468 0.7397
122 H 2.2898 2.8488 0.9177
123 H 1.2498 3.9128 1.8367
124 H 0.0698 4.4358 -0.3103
125 H 0.0748 2.7408 -0.0623
126 H 0.7578 3.3228 -2.5303
127 H 2.2798 2.8278 -1.6903

---

Record 5
Here is a single C4H6O2 molecule from OMol25. Energies are from ωB97M-V with the def2-TZVPD basis set.

Output
energy relative to the best compared isomer or geometry (same formula, charge and spin): 44.1 kcal/mol
orbital gap: 10.290 eV
molar mass: 86.09 g/mol
HOMO: -9.668 eV
E: -8338.5468 eV
structure (SMILES): O=C[C@H]1C[C@H]1O

Atoms and positions in Å:
1 C -0.9290 -0.0516 0.3464
2 C -0.4412 0.9994 -0.5418
3 C 0.5148 0.3657 0.4506
4 C 1.5238 -0.4851 -0.2082
5 H -1.3963 -1.9311 0.5396
6 H -1.5408 0.2774 1.2293
7 H -0.7252 2.0134 -0.3437
8 H -0.3247 0.7327 -1.6188
9 H 0.8266 0.8832 1.4040
10 H 1.1340 -1.0724 -1.0413
11 O -1.3676 -1.2555 -0.2217
12 O 2.7256 -0.4763 0.0054

---

Record 6
Here is 2 unconnected molecules or ions with the total composition C4H9N3 from OMol25. Energies are from ωB97M-V with the def2-TZVPD basis set.

Output
total charge: +2
energy relative to the best compared isomer or geometry (same formula, charge and spin): 76.8 kcal/mol
orbital gap: 10.355 eV
molar mass: 99.14 g/mol
HOMO: -20.124 eV
E: -8742.4193 eV

Atoms and positions in Å:
1 C -0.6950 2.2077 0.5437
2 C 0.8007 -1.1235 1.3879
3 C 0.5948 0.4799 -0.9400
4 C -1.0823 -1.5948 -0.0660
5 N -0.0562 1.2207 -0.3265
6 N 1.2286 -0.3359 -1.7303
7 N -0.0545 -1.2520 0.5543
8 H -1.3412 1.5190 1.1165
9 H -1.3950 2.8271 -0.2193
10 H 1.1777 -1.9371 2.0515
11 H 1.1320 -0.0442 1.5739
12 H -2.1221 -1.3903 0.1872
13 H -1.0610 -2.1428 -1.0205
14 H -0.0233 2.9007 1.0827
15 H 1.4766 -1.2741 -1.5015
16 H 1.4202 -0.0603 -2.6937

---

Record 7
Here is a molecular structure, C24H15Cl2N4O2PdS from OMol25. Energies are from ωB97M-V with the def2-TZVPD basis set.

Output
total charge: +1
energy relative to the best compared isomer or geometry (same formula, charge and spin): 0.0 kcal/mol
orbital gap: 4.225 eV
molar mass: 600.80 g/mol
HOMO: -10.166 eV
E: -74541.2372 eV

Atoms and positions in Å:
1 Pd 0.5534 0.7185 0.5824
2 Cl -4.1267 5.5488 -0.4118
3 C -2.6775 4.6555 -0.3228
4 C -2.7007 3.3807 0.0954
5 C -1.4653 2.6385 0.1815
6 N -1.3347 1.4383 0.6453
7 C -2.4916 0.7122 1.1519
8 O -3.0922 1.1368 2.0940
9 C -2.7993 -0.5354 0.4087
10 C -3.7662 -1.3901 0.9057
11 C -4.0470 -2.5375 0.1767
12 C -3.3673 -2.7523 -1.0070
13 C -2.4272 -1.8140 -1.4264
14 N -2.1400 -0.7214 -0.7356
15 C -0.2126 3.2780 -0.3315
16 C -0.2369 4.6532 -0.7137
17 C -1.4147 5.3142 -0.7056
18 Cl -1.4585 6.9470 -1.1678
19 N 0.7998 2.4609 -0.3675
20 C 2.1420 2.7712 -0.7250
21 O 2.4813 3.7486 -1.3277
22 C 3.0905 1.7016 -0.2535
23 C 4.4428 1.8692 -0.4575
24 C 5.3110 0.8804 -0.0101
25 C 4.7881 -0.2295 0.6243
26 C 3.4143 -0.3320 0.8013
27 N 2.5836 0.6112 0.3681
28 H -3.6301 2.9253 0.4010
29 H -4.2634 -1.1613 1.8376
30 H -4.7833 -3.2465 0.5297
31 H -3.5548 -3.6308 -1.6084
32 H -1.8856 -1.9587 -2.3532
33 H 0.6693 5.1394 -1.0365
34 H 4.7892 2.7616 -0.9590
35 H 6.3777 0.9827 -0.1547
36 H 5.4249 -1.0217 0.9906
37 H 2.9624 -1.1762 1.3025
38 S 0.2683 -1.0842 1.9680
39 C 0.4981 -2.5121 0.9501
40 C 0.5753 -3.7500 1.5923
41 C 0.7509 -4.9113 0.8584
42 C 0.8634 -4.8632 -0.5255
43 C 0.7909 -3.6377 -1.1690
44 C 0.6030 -2.4705 -0.4403
45 H 0.4968 -3.7957 2.6714
46 H 0.8051 -5.8616 1.3733
47 H 1.0043 -5.7724 -1.0939
48 H 0.8729 -3.5853 -2.2475
49 H 0.5162 -1.5224 -0.9587